The following is a quantum chemistry calculation of a 13-piece molecular cluster, C58H159N29O8P8 overall, from the OMol25 dataset.

Results
* orbital gap: 8.127 eV
* net charge: 0
* 2S+1: 1
* energy relative to the best compared isomer or geometry (same formula, charge and spin): 5.148 eV

Atoms and positions in Å:
H 12.7621 -24.6393 5.3983
H 9.5946 -32.9744 -5.5389
H 4.0368 -35.7097 -3.4311
H 12.2836 -41.4225 -5.3477
N 11.3364 -33.1970 -6.7493
C 14.5535 -31.0196 5.7976
C 17.7366 -30.9145 -0.0204
C 15.7547 -32.2392 -0.5764
H 11.2403 -34.3840 6.1753
H 11.1389 -35.3390 -6.6502
H 17.7393 -27.9771 -2.0697
C 12.4050 -30.1010 2.4546
H 11.1140 -38.4887 -0.0582
O 16.1371 -28.0797 0.4561
C 3.8184 -34.0987 1.2802
H 13.7302 -34.5872 -3.3951
H 13.6031 -24.3066 -0.7085
C 11.2002 -34.7081 5.1354
N 12.0505 -32.2075 0.1373
H 11.1665 -28.5744 5.3452
C 14.2754 -30.4061 -6.3138
N 11.1712 -30.9032 2.3201
H 12.7005 -30.8775 -1.5519
H 7.8222 -35.6540 -1.4782
N 9.9026 -40.7503 -2.1287
C 10.2677 -30.8192 3.4914
H 16.2266 -30.1719 4.0983
H 6.8542 -31.9953 -2.4677
N 3.6949 -34.5188 -0.0759
H 14.4506 -30.7678 6.8531
H 12.2516 -29.1163 2.8961
H 14.0626 -29.3852 -5.9965
C 12.7735 -38.4954 -2.6355
H 17.6031 -31.0677 4.5826
H 5.1966 -37.9771 -1.7892
H 18.5702 -31.3294 0.5463
H 13.4387 -30.2255 8.9609
C 3.5632 -34.7320 -3.5198
H 5.2875 -37.2579 -0.1527
C 13.8544 -34.4401 -4.4679
H 12.9180 -30.6565 3.2396
H 15.0754 -30.3107 -7.0479
O 14.1125 -27.5157 7.9235
H 9.3240 -31.2397 3.1440
C 11.8662 -41.1604 -4.3755
H 3.3763 -34.4143 -4.5456
C 2.2860 -34.8189 -0.4353
H 8.0131 -33.0252 -3.5213
C 10.8946 -39.2999 -5.7636
H 8.2278 -33.8827 -0.0874
H 7.1654 -35.6777 -3.1659
P 16.5753 -32.9727 6.5484
C 18.5675 -31.2004 7.2311
N 8.7084 -34.3990 4.2040
H 16.7729 -32.5930 -4.3584
N 7.7975 -29.1151 5.0629
O 6.0553 -33.4217 -0.8344
H 15.4106 -33.1920 -0.9787
P 11.1162 -32.3060 1.5543
C 17.7194 -32.0605 -4.4522
H 17.1072 -27.0162 -3.4664
C 16.5435 -31.1829 4.3542
H 17.6931 -24.1890 -1.8989
N 13.4750 -33.1088 -5.0135
H 3.8639 -36.9882 -1.1649
H 13.4170 -27.4417 1.2837
H 12.2063 -31.2410 9.7779
N 8.7959 -30.0815 -3.7796
H 18.4825 -30.0315 -2.7157
C 13.4782 -26.3874 1.0138
C 11.9315 -27.8307 5.5687
P 4.9840 -34.3620 -1.2333
H 17.9507 -30.1297 -0.7459
C 15.4545 -35.0605 5.1814
H 8.9737 -42.5287 -2.4283
C 4.9918 -30.9187 1.4724
H 11.1796 -42.3507 -1.6188
H 18.6571 -34.0312 8.2656
C 9.8116 -34.5833 4.6183
H 9.6657 -34.7066 0.4694
H 8.3391 -31.6179 -0.5156
C 20.8056 -33.4052 -1.8188
H 12.3878 -25.4634 -1.0894
N 5.6666 -35.8840 -1.6233
C 10.9780 -41.3371 -1.2722
N 14.1827 -26.2705 -0.2242
C 13.0938 -32.1503 -4.0036
O 17.3278 -34.1802 -2.3149
H 12.0591 -27.1668 4.7136
N 16.7251 -34.3005 5.4028
H 12.8379 -28.4331 5.6288
H 9.5659 -27.2160 6.3876
N 17.1351 -32.0282 -0.7478
H 17.5815 -25.9590 1.2863
C 12.6483 -30.6265 -8.1168
H 16.3062 -31.8939 3.5629
H 12.9726 -29.5934 -8.2421
N 12.1433 -26.3548 9.4809
C 8.9329 -33.9468 0.7413
N 4.1381 -33.8147 -2.6805
H 9.9792 -29.7715 3.5760
N 15.8637 -31.6511 5.5603
H 12.8973 -38.6364 -3.7092
O 11.4953 -33.4831 2.3974
H 13.6130 -27.7354 -2.2680
C 11.8980 -31.1096 -0.8517
H 14.5717 -29.1330 -1.8680
C 11.2239 -25.3398 9.8483
H 3.3448 -33.1277 1.4246
H 11.9757 -34.1098 4.6571
C 11.0591 -37.8226 -0.9192
C 8.1212 -31.0372 -3.6421
C 7.3223 -32.1867 -3.4333
H 6.5216 -32.4567 -4.1218
C 10.9637 -34.4771 -7.2941
H 7.7326 -31.3774 1.1320
H 11.4523 -35.7685 5.1193
H 17.1761 -31.1402 -4.6665
H 8.2774 -41.6087 -1.0820
H 7.3678 -37.0840 -2.2326
C 12.2913 -33.4566 -0.5977
H 14.9761 -35.3198 6.1259
C 10.3514 -32.4262 -6.1000
N 11.5973 -27.1354 6.8129
H 13.0987 -30.1001 1.6139
H 14.5580 -28.5843 -3.5991
H 13.2710 -23.9438 9.2318
N 13.1259 -31.1563 -6.8383
H 18.2975 -32.4483 -5.2910
H 15.1966 -31.4070 -1.0053
H 1.6915 -35.1250 0.4255
H 4.0139 -31.7830 -1.9728
H 10.6103 -41.2064 -0.2545
H 20.5293 -33.7836 -2.8030
H 13.4089 -39.2786 -2.2222
H 12.6632 -41.0140 -3.6465
H 19.5032 -30.8385 6.8051
H 13.0617 -33.5053 -1.3673
N 18.1704 -32.5479 6.8848
H 3.2414 -34.8203 1.8585
H 13.9899 -25.7564 1.7406
O 13.8891 -33.5408 -7.6177
N 9.4799 -32.5790 1.0307
H 19.8448 -30.9268 -2.2055
H 13.7007 -25.4158 -2.1724
C 14.5097 -28.2863 -2.5517
H 2.5393 -34.7170 -3.1461
H 8.8869 -29.4083 8.1007
H 12.1907 -32.4848 -3.4930
C 4.9469 -37.1101 -1.1775
H 17.7778 -30.5034 6.9505
H 18.6991 -31.1990 8.3131
C 5.2799 -29.5666 1.1078
H 11.9424 -40.8621 -1.4524
H 19.7860 -30.4622 -3.8923
H 9.9160 -38.9266 -6.0654
H 2.2757 -35.6081 -1.1871
P 10.1984 -39.4088 -3.1097
H 9.7620 -31.7849 -6.7553
C 7.0535 -36.0440 -2.1454
H 11.5859 -36.8957 -0.6926
H 15.6487 -36.0081 4.6790
H 11.1852 -24.6551 9.0011
C 19.6418 -33.9700 0.3424
H 4.9142 -31.4435 0.5202
H 11.9132 -30.1953 -0.2586
H 8.0021 -41.0890 -2.7960
N 15.6670 -27.4027 -2.1176
H 16.7756 -28.6132 -3.4314
H 17.7270 -35.3249 4.0758
H 20.5910 -33.7964 0.8493
H 13.6242 -32.0319 9.0582
C 12.0802 -31.0858 7.7064
H 15.5456 -32.1155 0.4862
N 5.4133 -28.4831 0.7679
H 11.8728 -27.1936 11.4202
H 13.9313 -32.1903 -3.3072
H 14.7229 -34.4972 4.6022
C 13.4666 -25.3095 -1.1132
N 13.3517 -25.0126 7.3561
H 8.4589 -34.3719 1.6260
H 20.0150 -33.1946 7.4536
C 12.9350 -31.1921 8.9687
H 13.3098 -27.6213 10.7011
H 11.5333 -38.4268 -5.6299
P 12.9154 -26.6002 7.8687
C 19.1747 -30.8016 -3.0561
H 10.1949 -25.6653 10.0008
H 10.9319 -31.0015 -1.3446
H 11.5864 -34.5080 -8.1881
C 16.7046 -24.5317 -1.5932
H 18.8853 -34.3541 6.5837
C 8.6991 -41.5315 -2.0842
H 10.4425 -25.8373 5.8365
N 18.4737 -32.0299 -3.2150
P 18.0900 -32.9820 -1.7667
H 11.3506 -39.9073 -6.5454
H 4.8841 -34.1149 1.5089
P 13.0001 -32.8082 -6.6556
H 10.0259 -26.1196 7.6156
C 17.8289 -25.3820 0.3954
H 17.9437 -24.3100 0.5559
O 15.7783 -33.1870 7.7111
H 19.5320 -35.0516 0.2646
H 11.8558 -28.3660 9.9642
H 10.0571 -37.3935 -0.9255
H 14.6750 -30.9646 -5.4674
H 11.3274 -33.7454 -1.0168
H 14.9121 -34.5471 -4.7087
N 16.8064 -25.5445 -0.5746
H 16.2451 -24.9586 -2.4846
H 17.0918 -30.3532 0.6558
H 13.2970 -35.1916 -5.0272
H 6.9936 -29.2061 8.2165
N 11.3464 -30.9918 6.7958
H 21.3572 -32.4740 -1.9475
C 16.8914 -27.7886 -2.7282
N 19.5682 -33.3221 -0.9451
H 4.2115 -32.0459 -3.7083
H 21.5879 -33.9916 -1.3368
H 10.5767 -31.2986 4.4203
C 3.7104 -32.4097 -2.8113
H 14.4552 -30.0924 5.2330
H 11.6185 -24.8363 10.7309
C 17.5223 -34.2672 4.2420
H 11.5616 -30.5607 -8.1714
H 12.4057 -26.2559 0.8700
H 14.0219 -23.6444 5.8270
N 10.8879 -40.0225 -4.4783
C 8.6306 -31.5147 0.5296
H 2.6217 -32.3578 -2.7982
H 1.8059 -33.9408 -0.8672
C 19.0001 -33.5748 7.3371
H 14.4742 -25.3114 5.6016
H 18.8506 -25.6476 0.1240
H 9.9524 -34.4266 -7.6975
C 12.2616 -27.4739 10.4413
H 13.3575 -37.5970 -2.4360
H 11.2624 -42.0233 -4.0947
C 13.6814 -24.6680 5.9833
H 10.7551 -31.7629 -5.3351
H 12.5599 -34.2334 0.1181
H 18.4387 -33.7854 4.5828
O 9.0044 -38.6146 -3.4079
H 14.8501 -23.9001 8.5771
H 19.0062 -33.3642 0.9883
H 5.7766 -31.3278 2.1087
C 7.8847 -29.5656 7.7019
C 7.8516 -29.2681 6.2260
H 12.9840 -31.1233 -4.3518
H 13.6510 -23.0038 7.7658
H 9.2478 -30.6166 0.5026
C 10.3705 -26.5368 6.6694
H 12.9653 -31.2884 -8.9227
H 4.0751 -31.0062 2.0556
C 13.8026 -23.9527 8.2803
H 16.1535 -23.6741 -1.2073
H 13.8743 -31.7923 5.4375
N 11.4261 -38.5219 -2.2408
P 15.7255 -26.9492 -0.4774
H 17.0307 -33.8561 3.3603
H 7.7427 -30.6420 7.6057

Forces on the atoms, in the same order (eV/Å):
0.06 -0.75 -0.49
0.13 -0.74 -0.05
-0.19 0.07 -0.29
0.05 0.45 0.02
1.78 0.27 -0.16
0.87 -1.41 0.27
-0.03 0.12 -0.44
-1.29 0.45 0.46
-0.37 -0.11 0.16
-0.20 0.00 0.10
-0.11 0.10 0.05
0.34 -1.56 1.28
0.22 -0.12 -0.05
-0.77 2.61 -1.05
0.33 -0.32 0.13
-0.35 0.51 -0.10
0.24 0.30 -0.46
-0.49 -0.29 0.55
1.51 0.87 -1.56
-0.30 0.19 -0.01
0.37 -0.92 0.07
-0.06 2.28 -0.06
0.27 -1.13 -0.02
-0.22 0.63 -0.03
1.86 0.92 0.60
-0.99 0.48 -1.42
-0.30 -0.11 -0.11
0.13 -0.99 0.30
0.30 -0.58 -2.07
-0.27 -0.22 -0.11
-0.50 0.13 -0.53
-0.62 -0.02 0.06
1.92 -0.34 -0.95
0.28 -0.45 -0.50
0.10 0.17 -0.09
0.40 0.72 -0.14
0.35 -0.09 0.48
-2.68 -1.05 -0.72
-0.29 -0.67 0.13
0.43 0.54 -1.92
0.76 0.26 0.25
0.08 -0.22 -0.24
-2.23 0.66 -0.07
0.00 -0.45 0.38
-1.51 0.14 0.03
0.95 0.11 -0.37
1.14 0.28 -0.91
-0.16 -0.34 0.88
0.50 0.69 0.81
-0.08 0.19 0.19
-0.05 0.44 0.12
1.02 2.51 -5.59
-0.76 0.11 0.73
4.44 -0.98 1.85
0.42 -1.27 0.19
0.17 -0.34 3.05
-0.64 0.14 0.31
0.13 0.10 0.13
-1.56 -3.58 -1.34
-1.59 -0.79 0.59
0.90 0.46 0.15
-0.06 -0.41 0.83
0.18 -0.02 0.07
-0.55 1.04 -1.39
0.13 0.11 -0.12
0.82 -0.09 0.70
0.17 0.12 0.16
-1.79 -2.74 0.46
0.06 0.53 -0.51
0.11 -1.43 0.43
0.73 -0.85 0.21
-1.02 -0.26 -1.32
0.88 0.05 0.25
0.40 0.44 0.80
-0.41 -0.38 -0.01
0.02 -0.67 0.23
-0.44 -0.44 0.56
0.13 0.11 0.46
-3.32 1.48 -1.70
0.54 0.35 -0.05
-0.18 -0.52 -0.11
-0.64 -0.02 0.56
-0.04 -0.47 0.33
-1.28 0.46 -0.02
-0.72 0.90 -1.31
-0.21 -0.53 -1.91
0.34 -0.55 0.56
1.00 1.83 1.38
-0.20 0.35 -0.12
-2.73 0.51 2.99
0.19 0.26 0.39
0.20 -0.51 -0.11
2.37 -0.97 -0.28
0.10 0.38 0.21
-0.60 -0.27 0.00
0.51 0.43 -0.55
0.38 -0.22 -0.08
1.91 -1.61 -2.13
0.54 0.39 0.63
3.90 1.70 3.51
0.41 0.11 0.60
1.80 -0.34 1.54
-0.31 0.05 -0.17
0.26 0.51 -0.95
-0.22 -0.24 -0.54
-0.63 1.67 2.05
-0.33 -0.64 -0.45
0.03 0.88 -0.91
0.24 0.25 0.22
-0.59 -0.11 -0.73
-0.42 -0.50 -1.17
2.32 4.20 -1.54
-0.47 -0.95 0.29
0.08 0.77 -0.39
0.55 0.60 -1.56
0.02 0.11 0.04
0.22 0.06 -0.09
1.02 1.03 -0.20
-0.09 0.17 0.07
-0.68 -0.34 0.08
-0.94 -0.99 1.39
0.15 0.19 0.13
-0.96 1.33 1.26
4.63 -1.91 0.92
-0.55 0.09 -0.28
0.06 0.30 0.17
-0.25 -0.09 -0.23
-0.40 1.03 0.62
-0.12 0.23 -0.07
-0.38 0.02 -0.52
0.35 -0.11 0.11
0.39 -0.27 0.08
0.59 -0.59 0.23
0.29 -0.16 0.11
0.04 -0.47 0.50
0.02 0.12 -0.12
0.13 -0.45 -0.42
0.01 0.96 0.09
-1.68 1.54 -1.99
0.39 -0.01 0.58
-0.77 -0.08 0.64
-1.53 0.07 0.88
0.75 -0.48 -0.15
0.32 0.20 0.02
0.63 0.26 0.18
0.81 1.00 2.10
-0.92 -1.34 -0.39
-0.36 0.39 0.21
-0.21 0.28 0.26
0.88 0.78 0.41
0.02 0.02 0.14
-0.04 0.52 0.24
-0.26 0.69 0.21
-0.24 0.50 0.39
-0.25 -0.22 -0.30
-0.07 -0.34 0.18
-0.29 -0.02 0.07
1.10 -0.14 1.57
0.03 0.13 -0.44
-0.26 -0.21 0.27
0.99 -0.34 -0.48
0.29 0.11 -0.15
-0.10 0.46 0.26
0.11 0.96 0.21
0.06 -0.57 0.28
-0.08 0.32 0.19
-0.29 -0.14 0.24
-1.96 -0.31 0.70
-0.19 -0.63 0.60
0.46 -0.03 -0.66
0.50 0.09 -0.52
-0.08 0.06 -0.65
-0.93 -0.68 -0.83
-0.32 -0.61 0.25
0.24 0.53 -0.18
-0.84 -0.10 -0.34
-0.11 0.45 0.60
0.01 0.15 -0.29
0.57 -0.39 0.21
-0.27 0.45 1.64
-0.33 0.19 0.04
0.09 -0.37 -0.16
-1.42 0.78 -1.33
0.22 -0.38 -0.44
0.12 0.31 -0.41
-0.90 0.65 0.72
0.45 0.47 1.68
-0.10 -0.31 0.26
-0.16 -0.79 -0.38
0.10 -1.00 -0.05
-0.07 -0.33 -0.16
0.91 -0.44 0.19
0.20 0.15 -1.03
-0.56 0.82 0.10
0.38 -1.20 1.21
-1.34 -1.19 -2.28
-0.28 -0.12 0.11
-0.18 0.31 0.61
1.16 -1.54 1.05
0.06 0.59 -0.21
0.57 0.47 0.65
-0.30 0.17 0.80
-2.22 -1.12 2.43
-0.68 0.03 0.40
-0.22 -0.26 0.69
-0.43 -0.66 -0.50
0.18 0.20 -0.07
-0.01 -0.35 -0.56
0.07 -0.47 0.25
-1.18 -3.18 -0.12
-0.26 0.25 0.06
-0.56 -0.71 0.13
0.04 -0.30 0.26
0.51 0.49 0.07
1.80 -0.14 2.30
-0.60 0.56 -0.03
0.88 0.50 -1.66
0.69 1.45 -2.59
-0.64 0.46 -0.18
-0.50 -0.70 0.02
0.37 0.18 -0.18
0.52 -1.08 0.52
0.10 -0.16 -0.10
-0.37 0.32 0.17
0.97 -0.58 0.35
-0.17 -0.23 0.24
0.12 1.05 0.06
0.26 0.04 0.80
1.10 -0.88 -0.75
0.98 0.48 -0.16
-0.20 0.12 -0.61
-0.17 0.12 -0.06
0.52 -1.66 0.07
-0.25 -0.16 -0.43
0.13 -0.61 -0.61
-0.22 -0.17 0.41
1.09 0.68 -0.75
-0.61 0.49 0.30
0.28 -0.24 0.28
-0.52 -0.50 -0.51
0.27 0.12 -0.15
-0.05 -0.06 0.13
0.25 0.29 -0.98
-0.59 0.28 -0.03
0.44 -0.75 -0.34
-0.83 -1.03 0.31
0.12 -0.13 -0.29
-0.22 -1.06 -2.22
-0.18 0.79 -1.83
-0.19 -0.26 -0.08
-0.39 0.07 0.20
-0.34 0.39 0.43
-2.15 1.55 0.37
0.25 0.34 -0.32
-0.12 0.22 -0.25
-0.22 0.08 0.34
-0.18 0.22 -0.26
-1.03 0.65 0.36
-2.66 0.68 1.12
0.37 0.86 -0.88
0.25 0.30 -0.10
0.14 -0.34 0.67